1.
This record from the OMol25 dataset describes a 2-piece molecular cluster, C10H10ClPS overall. The level of theory is ωB97M-V/def2-TZVPD.

Element x y z (Å)
1 C -2.87084 -0.53021 1.17503
2 C -3.03726 -1.90873 0.79189
3 C 0.94344 1.37547 -0.89441
4 C -1.88602 0.02661 0.44217
5 C -2.15202 -2.21587 -0.17313
6 C 1.91233 2.29526 -0.83453
7 C 2.46731 0.56333 0.62301
8 C 1.27864 0.30191 0.02532
9 C 2.97332 1.87158 0.12722
10 C -1.33021 -1.01700 -0.46934
11 P 0.36360 -1.20926 0.25363
12 S 0.66904 -2.26217 1.84254
13 Cl 0.59047 -0.71633 -3.30985
14 H -3.46827 -0.03391 1.91514
15 H -3.77014 -2.56623 1.22370
16 H 0.07179 1.39213 -1.51977
17 H -1.53916 1.04463 0.46818
18 H -2.02500 -3.15565 -0.67547
19 H 1.95672 3.21665 -1.38669
20 H 2.98241 -0.05119 1.33879
21 H 3.94001 1.75633 -0.37026
22 H 3.12120 2.59279 0.93407
23 H -1.19137 -0.77013 -1.52722

## Properties
F_max: 1.549 eV/Å
E_LUMO (spin up / spin down): -0.108 / -0.108 Eh

***

2.
This record from the OMol25 dataset describes C10H10CoF6N3O5S3 as an isolated structure. The level of theory is ωB97M-V/def2-TZVPD.

Element x y z (Å)
1 Co -0.66742 -0.23288 -0.77559
2 S -2.40337 -1.31877 0.55955
3 C -2.25309 0.25723 1.20931
4 C -2.77707 0.63409 2.46147
5 C -2.57495 1.91082 2.92254
6 C -1.84201 2.81238 2.14377
7 C -1.34439 2.37829 0.93706
8 N -1.54683 1.14611 0.45999
9 H -3.30857 -0.11025 3.03629
10 H -2.97130 2.21625 3.88341
11 H -1.65744 3.82548 2.47225
12 H -0.76749 3.04392 0.30507
13 N -2.88192 -2.15756 -3.76842
14 C -1.98161 -1.49529 -2.99019
15 O -2.28919 -0.43919 -2.44903
16 C -0.61121 -2.10092 -2.83648
17 C 0.33196 -0.99398 -2.37378
18 H -3.84195 -1.86378 -3.69960
19 H -2.69734 -3.10476 -4.04458
20 H -0.31636 -2.60432 -3.76884
21 H -0.68766 -2.86535 -2.05564
22 H 0.48948 -0.28654 -3.19206
23 H 1.29593 -1.39429 -2.05561
24 F 2.11861 -2.58513 3.21064
25 C 2.56002 -1.93230 2.12549
26 F 3.81918 -1.55820 2.36434
27 F 2.54069 -2.78278 1.10548
28 S 1.44754 -0.43320 1.83627
29 O 0.69832 -0.81131 0.66065
30 O 0.71021 -0.31655 3.05302
31 N 2.39285 0.81935 1.67631
32 S 3.39180 0.94968 0.44683
33 O 4.59441 1.61642 0.83966
34 O 3.49242 -0.21808 -0.37782
35 C 2.53830 2.24663 -0.62893
36 F 1.42903 2.71953 -0.04354
37 F 2.19836 1.75279 -1.81770
38 F 3.37205 3.27646 -0.83159

## Properties
F_max: 1.706 eV/Å
spin multiplicity: 2
net charge: -1
E_LUMO (spin up / spin down): 0.103 / 0.103 Eh

***

3.
This record from the OMol25 dataset describes C10H10F5N2O5STeTi as an isolated structure. The level of theory is ωB97M-V/def2-TZVPD.

Element x y z (Å)
1 Ti -0.69872 -2.23266 -1.57422
2 C 2.64266 2.96822 3.18535
3 C 1.67731 2.41255 2.18167
4 C 1.94622 1.19454 1.55057
5 C 1.06488 0.65501 0.63712
6 C -0.10460 1.35234 0.34473
7 C -0.39102 2.57619 0.93927
8 C 0.50485 3.09161 1.85912
9 S -1.31017 0.70684 -0.73314
10 O -2.07759 1.75502 -1.30043
11 O -2.23315 -0.19988 0.11620
12 N -0.60455 -0.26285 -1.77773
13 C 0.49451 0.27244 -2.59127
14 C 1.38965 -0.90647 -2.96217
15 O 2.36436 -0.85259 -3.62686
16 O 0.90074 -2.06701 -2.41278
17 H 2.72756 2.29710 4.04139
18 H 2.32584 3.94392 3.54643
19 H 3.63713 3.06717 2.74921
20 H 2.86040 0.66349 1.78378
21 H 1.28490 -0.29466 0.16864
22 H -1.29583 3.11007 0.68408
23 H 0.28974 4.04082 2.33188
24 H 1.09522 1.01536 -2.06195
25 H 0.12086 0.72856 -3.50894
26 N -1.41597 -4.95098 -3.56980
27 C -1.10550 -4.07483 -2.90078
28 H -1.69466 -5.70673 -4.17042
29 F -3.68652 -1.33701 1.75585
30 Te -1.99493 -1.83201 1.29691
31 F -1.18092 -0.62156 2.41771
32 F -2.81654 -3.24629 0.42641
33 F -1.79181 -2.98233 2.70261
34 F -2.44693 -2.07433 -1.80264
35 O -0.47742 -2.20905 0.27419

## Properties
F_max: 0.541 eV/Å
net charge: +1
E_LUMO: -0.198 Eh

***

4.
This record from the OMol25 dataset describes one molecule with the formula C10H10N2O. The level of theory is ωB97M-V/def2-TZVPD.

Element x y z (Å)
1 C -2.05509 -0.12131 2.40219
2 O -0.76193 -0.78519 2.10515
3 C 0.09297 0.03457 1.43995
4 C 1.22272 0.63904 2.05373
5 C 2.43259 1.18689 1.32798
6 C 2.34010 1.15592 -0.08193
7 C 1.13445 0.65078 -0.74545
8 C 1.02134 0.57023 -2.12145
9 C -0.09884 -0.09303 -2.61635
10 C -0.92675 -0.86291 -1.79390
11 N -1.95400 -1.73255 -2.28472
12 N -0.76085 -0.90654 -0.47810
13 C 0.15353 0.05683 0.04245
14 H -2.00954 0.84157 3.15623
15 H -2.61972 0.29358 1.38200
16 H -2.59783 -0.76573 3.05949
17 H 1.31939 0.52580 3.15824
18 H 3.33114 1.51838 1.77236
19 H 3.10129 1.82460 -0.58081
20 H 1.74897 1.08518 -2.71551
21 H -0.16914 -0.36051 -3.76521
22 H -1.85963 -2.09769 -3.13605
23 H -2.08518 -2.65792 -1.58029

## Properties
F_max: 6.819 eV/Å
SMILES: COc1cccc2ccc(N)nc12
E_LUMO: 0.008 Eh

***

5.
This record from the OMol25 dataset describes a 2-piece molecular cluster, C10H10N2O2 overall. The level of theory is ωB97M-V/def2-TZVPD.

Element x y z (Å)
1 O 3.26776 -2.37413 2.22049
2 C 3.04419 -1.34972 1.46990
3 C 3.88072 -0.11076 1.47343
4 C 3.51271 0.94957 0.82787
5 N 2.08476 1.08677 0.46189
6 C 1.44894 -0.18660 0.17153
7 O 0.35704 -0.33954 -0.34478
8 N 1.97986 -1.32218 0.69141
9 H 5.00264 -0.07429 1.80724
10 H 4.12111 1.82412 0.86103
11 H 1.77216 1.86957 0.05815
12 H 1.29660 -2.15518 0.24748
13 C -4.66792 0.77793 -1.89785
14 C -4.58118 0.14386 -0.56015
15 C -3.29418 0.13820 0.09277
16 C -2.05876 0.43220 -0.53254
17 C -2.18458 1.08448 -1.74649
18 C -3.37656 1.27047 -2.40877
19 H -5.55758 0.65417 -2.58580
20 H -5.35840 -0.53880 -0.23975
21 H -3.04928 -0.55279 1.02210
22 H -1.18924 -0.09083 -0.00387
23 H -1.43350 1.55932 -2.34017
24 H -3.39558 1.96409 -3.24341

## Properties
F_max: 7.544 eV/Å
SMILES: O=c1cc[nH]c(=O)[nH]1.c1ccccc1
E_LUMO: 0.003 Eh

***

6.
This record from the OMol25 dataset describes C10H10N2O2S as an isolated structure. The level of theory is ωB97M-V/def2-TZVPD.

Element x y z (Å)
1 C -2.16419 1.55643 -0.19141
2 C 1.48753 1.98975 -0.12210
3 C 2.70246 1.47257 -0.24774
4 C -2.24785 0.21388 -0.01928
5 C 0.06010 0.03253 -0.13042
6 C -3.47674 -0.55820 0.14135
7 C -0.83481 2.31882 -0.33110
8 C 1.55776 -2.55389 -0.34153
9 C 1.81803 -2.16461 1.02241
10 C 1.65421 -1.13733 -0.05799
11 N 0.26530 1.38423 -0.21068
12 N -1.02720 -0.56345 -0.11727
13 O -4.61191 -0.06586 0.18023
14 O -3.19919 -1.85330 0.33982
15 S 2.99701 -0.19916 -0.73943
16 H -2.94780 2.14894 0.03456
17 H 1.41449 3.08120 0.00351
18 H 3.65228 2.01860 -0.03966
19 H -0.75594 2.64725 -1.33442
20 H -0.88660 3.07194 0.50846
21 H 2.45829 -3.05078 -0.80882
22 H 0.63857 -3.10632 -0.77885
23 H 0.98420 -2.20422 1.58383
24 H 2.74193 -2.29087 1.54278
25 H -2.27996 -2.18816 0.11375

## Properties
F_max: 5.037 eV/Å
E_LUMO: -0.001 Eh

***

7.
This record from the OMol25 dataset describes one molecule with the formula C10H10N2O4S. The level of theory is ωB97M-V/def2-TZVPD.

Element x y z (Å)
1 O 2.09546 2.55850 0.65132
2 O -3.70759 -0.10118 0.34229
3 N -1.36926 -1.46804 -0.55535
4 O -0.44140 2.67839 1.71667
5 O 0.45320 -3.51839 -0.73127
6 C 1.30750 1.56431 0.61158
7 C -0.53003 -0.46653 -0.21711
8 C -0.08200 1.64549 0.92621
9 C 0.92080 -0.61115 -0.46928
10 C 3.02502 -1.28231 -1.02365
11 C 1.78527 0.35526 -0.08556
12 C -0.97231 0.69027 0.52363
13 C 1.72412 -1.69721 -1.06114
14 N 3.05575 -0.00913 -0.52475
15 S -2.71978 0.73894 0.98664
16 C 1.25644 -2.96217 -1.69628
17 C -3.44472 2.40833 1.34745
18 H -2.34166 -1.39722 -0.16244
19 H 0.24303 3.36181 1.84415
20 H -0.28182 -2.81263 -0.58740
21 H 3.90260 -1.87527 -1.40992
22 H 3.87630 0.48311 -0.28544
23 H 2.01837 -3.66690 -1.85471
24 H 0.93371 -2.68744 -2.70779
25 H -3.82324 2.84997 0.50437
26 H -2.60966 2.99421 1.84083
27 H -4.27407 2.22698 2.07697

## Properties
F_max: 5.625 eV/Å
E_LUMO: -0.061 Eh

***

8.
This record from the OMol25 dataset describes one molecule with the formula C10H10O. The level of theory is ωB97M-V/def2-TZVPD.

Element x y z (Å)
1 O -3.34698 -0.89117 -0.73358
2 C -2.26603 -0.48750 -0.26391
3 C -2.13337 0.91509 0.34546
4 C -0.76825 1.58784 0.10244
5 C 0.29571 0.66272 -0.05263
6 C 1.56844 1.15519 -0.46579
7 C 2.72793 0.27986 -0.42070
8 C 2.59534 -1.02830 -0.08698
9 C 1.36171 -1.55576 0.27893
10 C 0.26013 -0.73658 0.08851
11 C -1.18940 -1.39543 -0.02119
12 H -2.98008 1.57682 0.25196
13 H -2.39065 0.71933 1.37348
14 H -0.57730 2.47443 0.92270
15 H -0.71260 2.18176 -0.85049
16 H 1.77799 2.29447 -0.47938
17 H 3.74688 0.67497 -0.77032
18 H 3.27886 -1.80070 -0.01162
19 H 1.24088 -2.57313 0.65583
20 H -1.24316 -2.13744 -0.86113
21 H -1.24603 -1.91645 0.99842

## Properties
F_max: 5.441 eV/Å
SMILES: O=C1CCc2ccccc2C1
E_LUMO: 0.020 Eh

***

Number 1: electronic energy -43175.6657 eV. Number 2: electronic energy -111679.0032 eV. Number 3: electronic energy -78575.9690 eV. Number 4: electronic energy -15557.0099 eV. Number 5: electronic energy -17604.1594 eV. Number 6: electronic energy -28438.3910 eV. Number 7: electronic energy -32533.7865 eV. Number 8: electronic energy -12577.7997 eV.